Entry 1:
The following is a DFT calculation (wB97M-V/def2-TZVPD) of C5H7N3O2S in the gas phase.

Structure (XYZ):
```
18
Properties=species:S:1:pos:R:3:forces:R:3:lowdin_charge:R:1
S -1.422 -2.205 -2.206 1.0 -1.9 -1.7 1.0355
O 1.742 -3.367 -1.452 0.0 -0.9 -0.3 0.0207
O 0.732 -4.298 -3.126 -0.3 -0.9 -0.8 0.0716
N 0.921 -3.388 -2.374 1.2 1.2 1.2 -0.5297
N -2.823 -0.237 -1.236 1.8 2.0 1.7 0.0961
N -0.549 -0.415 -0.425 -3.3 -0.2 -2.5 -0.1337
C 0.254 -2.135 -2.490 -1.7 0.9 1.8 -0.2738
C 0.594 -0.898 -0.589 1.7 0.0 -2.1 -0.1060
C 1.841 -0.628 0.105 0.9 -3.5 -1.9 -0.0424
C -1.688 -0.774 -1.372 0.1 0.5 1.3 -0.7047
C -0.902 0.619 0.470 -1.3 1.9 1.4 -0.0482
H -1.167 1.604 -0.081 -0.2 -2.0 0.8 0.1387
H 2.154 -1.632 0.555 0.0 1.4 -0.7 0.1239
H 2.581 -0.297 -0.663 -0.3 -0.5 0.7 0.1121
H 1.763 0.063 0.847 -0.2 2.0 2.3 0.0241
H 0.014 0.863 0.954 0.4 0.3 1.0 0.0570
H -3.697 -0.511 -1.566 -1.0 -1.1 -1.1 0.0298
H -1.695 0.261 1.213 1.0 0.9 -1.2 0.1291
```
Positions in Å, forces in eV/Å.

Summary:
ΔE to the lowest compared entry with this formula, charge and spin in eV: 4.4827
Multiplicity: 3
HOMO (spin up / spin down) in eV: -5.88 / -9.41
E in a.u.: -907.28923

=====

Entry 2:
The following is a DFT calculation (wB97M-V/def2-TZVPD) of a gas-phase ion, C4H8N3S (charge +1).

Structure (XYZ):
```
16
Properties=species:S:1:pos:R:3:forces:R:3:lowdin_charge:R:1
S -0.717 -2.784 2.109 -0.9 -3.5 1.1 1.0165
N 0.790 0.678 -1.077 1.7 0.2 5.3 0.0186
N 0.078 -0.258 1.210 -1.0 0.6 0.0 -0.1027
N -0.524 -0.954 -1.930 0.5 -1.6 0.5 0.0925
C -0.683 0.968 1.547 -2.8 -0.8 -1.2 0.0253
C -0.040 0.197 -1.978 -2.2 2.7 -4.9 -0.3771
C -0.294 -1.410 1.660 1.1 3.8 -0.9 -0.6474
C 1.050 -0.211 0.079 1.9 0.3 -1.5 -0.1204
H -0.762 -1.507 -2.756 -0.6 1.2 0.2 0.0807
H -0.149 1.871 1.330 0.4 0.3 -0.4 0.0841
H -1.649 0.845 0.820 2.1 0.7 1.5 0.1832
H 2.061 0.064 0.469 -0.9 -0.3 0.1 0.1636
H -0.267 1.094 -2.782 0.6 -2.5 1.3 0.1806
H 1.180 1.629 -0.981 -0.9 -0.9 -0.7 0.1605
H -1.101 1.025 2.572 0.6 -0.6 -0.5 0.1176
H 1.027 -1.246 -0.292 0.3 0.5 0.1 0.1246
```
Positions in Å, forces in eV/Å.

Summary:
ΔE to the lowest compared entry with this formula, charge and spin in eV: 3.3000
Multiplicity: 3
HOMO (spin up / spin down) in eV: -11.66 / -13.14
E in a.u.: -719.21268
Total charge: +1

=====

Entry 3:
The following is a DFT calculation (wB97M-V/def2-TZVPD) of C5H8N2 in the gas phase.

Structure (XYZ):
```
15
Properties=species:S:1:pos:R:3:forces:R:3:lowdin_charge:R:1
N 3.120 -0.738 -0.840 -1.0 0.3 -0.1 0.1643
N 0.694 -0.130 -1.126 0.2 0.1 0.0 0.0744
C -0.076 0.061 0.138 0.0 0.2 0.1 -0.6754
C 1.090 0.203 1.115 -0.4 -0.2 0.2 0.2293
C -1.027 -1.111 0.372 0.1 0.0 0.1 -0.0478
C 2.009 -0.415 -0.957 0.9 -0.5 -0.2 -0.3593
C -0.828 1.389 0.069 0.0 0.1 0.0 -0.0639
H -0.119 2.210 -0.070 -0.1 -0.1 0.0 0.0840
H -1.572 1.390 -0.736 0.1 0.0 0.1 0.0857
H 1.313 -0.811 1.503 0.0 0.1 -0.1 0.0264
H -1.855 -1.111 -0.346 0.1 0.0 0.1 0.0834
H -0.502 -2.068 0.297 0.0 0.1 0.0 0.0840
H -1.350 1.559 1.015 0.0 0.0 -0.1 0.0882
H -1.455 -1.033 1.378 0.0 0.0 -0.1 0.0865
H 0.558 0.605 -1.812 0.0 0.0 0.1 0.1402
```
Positions in Å, forces in eV/Å.

Summary:
ΔE to the lowest compared entry with this formula, charge and spin in eV: 4.9710
Multiplicity: 1
HOMO (spin up / spin down) in eV: -9.23 / -9.21
E in a.u.: -304.65281

=====

Entry 4:
The following is a DFT calculation (wB97M-V/def2-TZVPD) of a gas-phase ion, C4H6BrN2 (charge +1).

Structure (XYZ):
```
13
Properties=species:S:1:pos:R:3:forces:R:3:lowdin_charge:R:1
Br -3.866 0.185 0.128 -0.5 0.0 0.0 1.0966
N 0.023 -0.839 -0.296 0.7 -0.2 -1.2 0.0580
N -0.420 1.341 -0.045 -1.8 1.2 0.5 0.1834
C -2.370 -0.522 -0.327 0.7 1.2 0.1 -0.4959
C -1.289 -1.208 -0.508 1.3 0.3 0.5 -0.1475
C 1.865 0.496 0.425 1.0 0.1 0.4 0.0064
C 0.489 0.493 -0.071 -1.7 -0.7 0.7 -0.4492
H 0.752 -1.451 -0.658 -0.7 -0.2 0.1 0.1485
H -0.282 2.261 0.412 0.3 -0.8 -0.8 0.1154
H -1.430 -2.250 -0.738 -0.2 -0.4 -0.2 0.1609
H 2.600 1.139 -0.091 -0.6 -0.5 -0.3 0.1068
H 2.086 -0.589 0.315 1.2 1.1 1.0 0.0921
H 1.840 0.945 1.456 0.1 -1.1 -0.7 0.1244
```
Positions in Å, forces in eV/Å.

Summary:
ΔE to the lowest compared entry with this formula, charge and spin in eV: 3.5354
Multiplicity: 1
HOMO in eV: -13.82
E in a.u.: -2839.15602
Total charge: +1